Entry 1:
109
Properties=species:S:1:pos:R:3:forces:R:3:mulliken_charge:R:1 method="wB97M-V/def2-TZVPD" multiplicity=1 total_charge=+1 orbital_gap_ev=7.370 homo_energy_ev=-11.3 largest_force_ev_per_a=6.6
C 6.221 -3.449 -1.655 -0.052 0.097 -0.009 -1.681
C 6.000 -2.262 -2.592 -0.252 -0.009 0.117 0.246
C 5.340 -1.078 -1.873 0.409 -0.012 0.254 -0.097
C 5.718 0.330 -2.363 -0.379 -0.126 -0.201 -1.045
C 5.874 0.513 -3.877 -0.218 0.412 -0.099 -0.790
C 4.529 0.667 -4.619 0.027 -0.482 0.389 -0.769
C 4.050 -0.648 -5.278 -0.529 0.739 0.006 -1.044
C 2.839 -1.242 -4.549 0.378 -0.472 -0.006 -0.605
C 2.719 -2.771 -4.742 -0.304 0.272 -0.265 -1.074
N 2.556 -3.488 -3.477 0.079 0.025 0.112 0.053
C 1.448 -3.756 -2.869 -0.092 0.390 -0.214 -0.118
N 1.637 -4.507 -1.669 0.992 -1.028 -0.334 -0.061
F 1.608 -3.582 -0.610 -0.425 0.311 -0.176 -0.135
C 0.685 -5.576 -1.430 -0.718 0.100 0.412 -0.573
C -0.732 -5.328 -1.968 -0.061 -0.181 -0.166 -0.558
C -0.789 -4.471 -3.237 -0.135 0.099 -0.032 -0.773
N 0.237 -3.396 -3.379 0.019 -0.290 0.914 0.442
C -0.248 -2.028 -3.036 -0.272 0.192 -0.515 -0.950
C -0.665 -1.808 -1.590 -0.173 0.526 -0.129 0.001
O -1.510 -0.684 -1.630 0.170 -0.056 -0.010 -0.466
C -1.825 -0.194 -0.307 -0.098 0.154 -0.412 0.248
C -1.483 1.284 -0.159 0.096 -0.137 0.192 -1.282
H 5.399 -3.548 -0.942 -0.085 -0.077 -0.048 0.337
H 6.327 -4.388 -2.197 0.077 -0.042 0.011 0.397
H 7.124 -3.297 -1.064 0.012 -0.040 0.043 0.442
H 6.952 -1.958 -3.026 0.024 -0.036 -0.056 0.455
H 5.362 -2.572 -3.429 0.126 0.047 -0.139 -0.309
H 4.254 -1.208 -1.864 -0.026 -0.022 -0.056 -0.081
H 5.635 -1.145 -0.822 -0.079 0.071 0.058 0.599
H 4.913 0.999 -2.048 0.130 0.153 0.122 0.374
H 6.610 0.684 -1.846 0.156 -0.199 -0.060 0.350
H 6.427 -0.307 -4.337 0.184 0.033 0.087 0.418
H 6.465 1.414 -4.039 0.046 0.002 -0.014 0.366
H 4.557 1.474 -5.347 0.176 -0.048 -0.096 0.429
H 3.786 0.963 -3.874 -0.099 0.158 -0.112 0.394
H 3.741 -0.405 -6.295 0.184 -0.342 -0.170 0.460
H 4.865 -1.371 -5.307 0.034 -0.010 -0.118 0.595
H 2.943 -1.047 -3.481 -0.105 0.066 0.017 0.292
H 1.922 -0.774 -4.903 -0.010 0.137 0.130 0.615
H 1.865 -3.023 -5.368 -0.072 -0.067 0.070 0.393
H 3.612 -3.164 -5.222 0.072 -0.096 0.140 0.608
H 3.393 -3.819 -3.004 0.011 0.123 0.136 0.250
H 1.110 -6.505 -1.806 0.157 0.144 -0.266 0.392
H 0.639 -5.693 -0.348 0.148 -0.037 0.023 0.273
H -1.140 -6.305 -2.231 -0.102 0.005 0.032 0.407
H -1.398 -4.936 -1.203 0.202 0.228 0.101 0.301
H -1.750 -3.967 -3.299 -0.054 -0.044 0.006 0.416
H -0.716 -5.102 -4.122 0.161 0.009 -0.034 0.450
H 0.485 -1.279 -3.324 0.146 -0.125 -0.018 -0.045
H -1.125 -1.853 -3.657 0.004 -0.035 -0.068 0.507
H -1.207 -2.670 -1.183 0.172 -0.123 0.073 0.201
H 0.206 -1.572 -0.971 0.044 -0.322 0.128 0.445
H -2.898 -0.330 -0.180 0.015 -0.197 0.209 0.354
H -1.289 -0.801 0.421 -0.130 0.023 0.158 -0.012
H -1.043 1.429 0.828 -0.093 0.231 0.040 0.346
H -2.364 1.913 -0.247 0.027 0.093 0.004 0.314
H -0.752 1.611 -0.897 0.037 -0.131 -0.066 0.333
O -1.513 -1.637 2.798 -1.049 1.112 -0.102 -0.526
P -2.023 -2.453 3.900 2.016 -2.422 -0.207 0.758
O -1.511 -2.078 5.342 -0.323 0.390 0.203 -0.292
C -1.450 -0.692 5.748 0.070 0.331 0.079 -0.285
C -2.789 -0.166 6.220 -0.073 -0.173 0.039 -0.984
O -1.340 -3.916 3.763 -0.270 0.146 0.291 -0.470
C -0.566 -4.220 2.606 0.117 -0.136 -0.275 0.016
C 0.917 -4.044 2.859 0.060 -0.105 0.219 -0.975
O -3.531 -2.849 3.999 -0.402 0.744 -0.173 -0.293
C -4.015 -3.882 4.896 -0.241 -0.108 0.025 -0.111
C -4.616 -3.294 6.150 0.146 0.070 0.074 -1.078
H -1.067 -0.093 4.920 -0.026 -0.106 -0.084 0.303
H -0.714 -0.654 6.549 0.001 -0.096 0.003 0.315
H -3.568 -0.343 5.477 0.033 0.089 -0.050 0.259
H -2.721 0.906 6.402 0.020 0.006 -0.009 0.396
H -3.098 -0.652 7.146 0.012 0.003 0.003 0.243
H -0.882 -3.595 1.770 -0.028 0.059 0.051 0.023
H -0.792 -5.259 2.349 -0.010 0.000 0.074 0.339
H 1.113 -3.090 3.349 -0.041 0.067 -0.111 0.278
H 1.473 -4.075 1.921 -0.004 -0.005 -0.004 0.171
H 1.297 -4.834 3.508 -0.004 0.023 0.022 0.338
H -3.216 -4.586 5.121 0.114 0.068 -0.034 0.262
H -4.770 -4.417 4.323 -0.005 0.071 -0.076 0.381
H -3.843 -2.962 6.842 0.009 0.025 -0.020 0.204
H -5.212 -4.056 6.653 -0.017 0.004 0.004 0.414
H -5.257 -2.445 5.914 -0.071 -0.058 -0.032 0.273
O -2.997 4.748 0.901 0.827 -0.909 3.365 -0.733
P -2.603 6.148 1.160 -0.835 1.709 -6.293 1.024
O -3.924 7.035 1.290 0.372 0.166 0.565 -0.254
C -4.937 6.703 2.251 -0.271 -0.155 0.145 -0.337
C -4.602 7.222 3.635 0.085 0.112 -0.053 -0.954
O -2.111 6.506 -0.391 -0.058 0.427 0.410 -0.480
C -1.682 5.438 -1.241 -0.228 -0.031 -0.118 -0.242
C -2.809 4.961 -2.137 -0.079 0.125 -0.165 -1.138
O -1.485 7.038 1.813 0.039 -1.514 1.894 -0.315
C -1.172 8.392 1.400 0.183 0.341 0.100 -0.101
C -1.788 9.405 2.335 -0.181 -0.057 -0.007 -1.066
H -5.087 5.621 2.265 0.103 -0.006 -0.070 0.310
H -5.857 7.154 1.882 0.045 0.039 -0.052 0.316
H -3.607 6.897 3.947 -0.042 -0.078 0.029 0.258
H -5.329 6.855 4.359 -0.007 -0.010 -0.008 0.387
H -4.614 8.312 3.658 0.008 -0.001 -0.009 0.234
H -1.288 4.611 -0.650 -0.021 0.024 0.031 0.250
H -0.864 5.826 -1.853 -0.009 0.122 0.085 0.373
H -3.724 4.804 -1.569 0.078 -0.083 0.104 0.277
H -2.545 4.025 -2.636 0.043 0.020 0.008 0.330
H -3.021 5.707 -2.905 -0.018 -0.009 -0.003 0.354
H -1.475 8.550 0.370 -0.120 -0.158 -0.041 0.254
H -0.085 8.448 1.436 0.004 -0.125 0.066 0.367
H -2.855 9.520 2.146 -0.008 -0.038 0.009 0.205
H -1.310 10.373 2.178 0.008 0.000 0.008 0.411
H -1.652 9.111 3.376 0.094 0.031 -0.004 0.273



Entry 2:
14
Properties=species:S:1:pos:R:3:forces:R:3:mulliken_charge:R:1 method="wB97M-V/def2-TZVPD" multiplicity=1 orbital_gap_ev=10.154 relative_energy_kcal_mol=26.7 homo_energy_ev=-8.9 largest_force_ev_per_a=1.9
C 1.825 0.015 0.098 -0.142 0.741 -1.671 -0.952
N 0.469 0.014 -0.470 0.314 0.333 1.495 -0.244
C -0.407 -1.034 0.083 -1.054 0.338 -1.488 -0.508
C -1.602 -0.005 0.008 1.094 -1.027 0.805 -0.517
C -0.480 1.022 0.082 0.689 1.166 -0.038 -0.435
H 2.380 0.898 -0.340 -0.369 -1.038 0.648 0.271
H 1.810 0.048 1.174 0.037 0.254 0.719 0.377
H 2.306 -0.923 -0.192 0.147 0.217 -0.111 0.318
H -0.193 -1.403 1.075 0.258 0.246 0.614 0.314
H -0.465 -1.870 -0.586 -0.147 -0.680 -0.231 0.294
H -2.081 -0.053 -0.958 -0.231 0.080 -0.082 0.249
H -2.281 -0.077 0.850 -0.311 0.241 -0.126 0.283
H -0.230 1.330 1.132 -0.166 -0.483 -0.517 0.245
H -0.539 1.965 -0.487 -0.119 -0.387 -0.017 0.305



Entry 3:
72
Properties=species:S:1:pos:R:3:forces:R:3:mulliken_charge:R:1 method="wB97M-V/def2-TZVPD" multiplicity=1 total_charge=+1 orbital_gap_ev=7.715 homo_energy_ev=-10.6 largest_force_ev_per_a=2.0
Al -17.146 -5.382 -1.924 -0.485 1.013 0.476 -0.400
C -21.039 -7.226 -2.631 -0.405 0.465 -0.063 -0.958
C -19.576 -6.902 -2.638 0.931 -0.544 0.160 1.137
N -19.076 -5.913 -1.947 -0.629 -0.598 -0.609 0.693
N -20.047 -5.187 -1.297 -0.098 0.789 0.166 -1.001
C -19.684 -3.985 -1.018 -0.018 -0.328 0.462 0.532
S -18.083 -3.319 -1.281 0.181 -0.187 0.015 -0.539
S -20.811 -2.929 -0.215 0.201 0.508 0.116 -0.144
C -22.197 -4.009 0.177 -0.358 0.216 0.524 -0.996
C -22.039 -4.918 1.357 -0.259 -1.290 -0.524 0.834
C -21.693 -4.441 2.594 0.377 1.277 -0.119 -0.287
C -21.686 -5.272 3.676 0.214 0.336 1.470 -0.568
C -22.046 -6.599 3.587 0.116 -0.991 0.340 -0.369
C -22.354 -7.145 2.346 0.131 1.086 -0.263 -0.838
C -22.356 -6.285 1.241 0.501 0.257 0.724 -0.146
C -18.653 -7.787 -3.397 0.506 1.335 1.293 0.357
C -19.111 -8.510 -4.479 -0.346 -0.220 -0.165 -0.788
C -18.264 -9.351 -5.143 0.836 -0.350 -0.516 -0.783
C -16.933 -9.509 -4.694 -1.566 -0.749 -0.818 -0.678
C -16.483 -8.819 -3.610 1.605 0.228 0.702 -0.258
C -17.283 -7.874 -3.000 -1.260 0.668 0.492 0.247
O -16.792 -7.075 -2.025 0.445 -1.219 -0.697 -0.272
H -21.523 -6.854 -1.694 0.520 -0.482 -0.932 -0.178
H -21.137 -8.315 -2.757 -0.252 0.516 0.008 0.558
H -21.517 -6.682 -3.490 0.217 -0.555 0.638 0.185
H -22.469 -4.564 -0.696 -0.200 -0.249 -0.557 0.425
H -23.027 -3.333 0.438 0.315 0.067 -0.413 0.477
H -21.402 -3.386 2.718 -0.194 -0.516 -0.076 0.300
H -21.396 -4.826 4.632 -0.147 -0.380 -0.173 0.351
H -22.031 -7.240 4.478 -0.033 0.357 -0.402 0.351
H -22.568 -8.194 2.233 -0.099 -0.122 -0.032 0.412
H -22.528 -6.691 0.274 -0.358 -0.225 -0.706 0.193
H -20.140 -8.416 -4.805 0.018 0.008 0.013 0.510
H -18.620 -9.881 -6.024 0.143 -0.021 0.243 0.530
H -16.347 -10.264 -5.190 0.400 0.041 -0.013 0.450
H -15.462 -8.952 -3.208 -0.619 0.067 -0.373 0.410
C -15.778 -4.598 -5.914 1.343 0.207 -0.176 -0.885
C -15.820 -5.038 -4.606 0.580 -0.770 -0.028 -0.143
N -16.934 -4.919 -3.869 0.597 -0.152 -0.060 0.418
C -18.001 -4.414 -4.462 -0.674 0.979 -1.088 0.217
C -18.057 -3.936 -5.791 0.280 -0.386 0.787 -0.437
C -16.871 -3.997 -6.518 -0.167 -0.477 0.659 -0.150
C -19.307 -3.286 -6.270 -0.297 -1.175 -0.572 -0.952
C -20.400 -3.919 -6.755 0.988 1.078 0.600 -0.531
C -20.589 -5.376 -6.965 0.592 0.401 0.134 0.851
C -19.561 -6.123 -7.545 0.025 0.581 -0.425 -0.265
C -19.803 -7.457 -7.779 -0.331 0.068 0.148 -0.528
N -20.970 -7.974 -7.429 -0.271 -0.904 -0.176 -0.502
C -21.898 -7.191 -6.898 -0.262 -0.734 0.051 -0.180
N -21.766 -5.902 -6.624 -0.055 0.117 -0.081 -0.563
H -14.813 -4.637 -6.452 -0.713 -0.185 0.343 0.376
H -14.960 -5.578 -4.165 -0.609 0.597 -0.128 0.462
H -18.858 -4.281 -3.833 -0.423 -0.013 0.127 0.623
H -16.753 -3.652 -7.529 -0.299 0.273 -0.253 0.553
H -19.243 -2.208 -6.218 -0.429 0.167 -0.083 0.526
H -21.206 -3.253 -7.025 -0.382 -0.230 -0.065 0.436
H -18.685 -5.615 -7.932 0.028 -0.178 0.228 0.410
H -19.101 -8.127 -8.272 0.021 0.185 0.129 0.466
H -22.857 -7.710 -6.695 0.561 0.686 0.044 0.410
N -11.547 -4.956 0.773 0.409 -0.578 -0.160 -0.461
C -12.772 -5.042 0.207 -0.266 -0.356 1.372 1.150
C -13.548 -6.227 0.203 0.542 0.619 -0.801 -0.875
C -14.812 -6.197 -0.348 1.289 0.877 -0.129 -0.575
N -15.424 -5.062 -0.817 0.121 -1.412 -0.156 0.166
C -14.725 -3.934 -0.659 0.272 0.465 0.244 -0.107
C -13.437 -3.898 -0.166 -0.333 1.935 -0.190 -0.826
H -10.974 -5.765 0.910 -0.168 -0.382 0.089 0.209
H -11.033 -4.105 0.909 -0.366 0.342 -0.311 0.193
H -13.034 -7.123 0.516 -0.497 -0.383 0.069 0.342
H -15.299 -7.108 -0.532 -0.834 -0.883 0.051 0.737
H -15.220 -3.003 -0.897 -0.107 0.001 -0.163 0.417
H -12.938 -2.927 0.017 -0.496 -0.587 -0.423 0.269



Entry 4:
45
Properties=species:S:1:pos:R:3:forces:R:3:mulliken_charge:R:1 method="wB97M-V/def2-TZVPD" s_squared=2.191 multiplicity=3 total_charge=+2 orbital_gap_ev="4.958 / 5.416" homo_energy_ev="-14.0 / -14.0" largest_force_ev_per_a=7.0
C 0.459 -2.775 0.759 -0.425 -2.859 -1.696 -0.579
C 0.134 -2.680 -0.982 0.202 -3.506 0.766 -1.089
H 1.410 -3.295 0.817 0.107 0.277 0.016 0.504
H -0.308 -3.430 1.161 -0.150 0.132 -0.043 0.412
H 0.566 -1.886 1.479 0.044 -0.353 0.093 0.333
H 0.078 -1.722 -1.605 0.157 -1.054 -0.088 0.524
H 0.971 -3.223 -1.414 0.063 0.223 0.035 0.501
H -0.767 -3.261 -1.163 -0.135 0.163 0.019 0.535
C 1.128 1.210 2.090 0.231 0.269 -1.403 -0.191
C 1.701 2.399 2.517 0.076 -0.084 0.474 -0.709
C 2.158 3.339 1.588 -0.063 -0.483 -0.252 -0.571
C 2.005 3.081 0.226 -0.394 -0.607 -0.273 -0.801
H 0.803 0.408 2.758 0.107 0.448 -0.111 0.444
H 1.801 2.576 3.592 -0.012 -0.034 -0.453 0.454
H 2.632 4.258 1.916 -0.079 -0.130 -0.001 0.479
H 2.332 3.780 -0.542 0.003 -0.048 0.383 0.459
N 0.944 0.984 0.753 0.208 1.091 0.786 0.497
C 1.351 1.909 -0.183 0.177 0.177 2.169 1.054
C 0.811 1.680 -1.502 -1.280 -0.533 -1.554 0.147
N 0.055 0.527 -1.613 -0.414 1.075 -0.771 0.367
C -0.814 0.366 -2.659 1.147 1.002 0.140 0.177
C -0.095 2.483 -3.589 0.013 -0.422 0.014 -0.483
C -0.902 1.341 -3.651 -0.070 -0.428 0.179 -0.900
H -1.402 -0.551 -2.669 0.034 0.293 -0.080 0.473
H -1.596 1.182 -4.471 0.107 0.111 0.127 0.457
C 0.771 2.649 -2.518 0.310 -0.427 0.732 -0.793
H 1.398 3.534 -2.402 -0.339 -0.229 -0.231 0.378
H -0.147 3.235 -4.373 -0.020 -0.133 0.143 0.472
W 0.088 -0.796 0.018 -0.110 6.954 0.833 -0.695
I 2.879 -1.161 -0.513 -0.364 0.253 0.061 0.009
C -2.722 -2.451 0.807 -0.495 -0.904 0.252 -1.061
C -2.840 -0.987 0.842 -2.303 0.663 0.808 0.744
C -3.987 -0.274 1.177 0.669 -2.526 -0.194 -0.971
C -3.693 1.090 1.071 2.325 1.498 -0.695 -0.840
C -2.363 1.204 0.670 -2.200 0.034 0.667 0.495
C -1.705 2.493 0.423 0.238 0.997 -0.072 -0.831
N -1.815 -0.102 0.542 1.754 -0.629 -0.496 0.203
H -2.374 -2.844 -0.158 -0.107 0.064 0.325 0.124
H -3.738 -2.859 0.954 0.521 0.076 -0.076 0.428
H -2.116 -2.842 1.639 -0.190 0.010 -0.287 0.170
H -4.936 -0.728 1.462 0.352 0.170 -0.150 0.479
H -4.344 1.938 1.253 0.088 -0.234 -0.041 0.490
H -1.338 2.614 -0.609 -0.048 -0.029 0.336 0.130
H -2.474 3.272 0.568 0.401 -0.317 -0.093 0.420
H -0.903 2.718 1.141 -0.137 -0.009 -0.299 0.154



- What is the multiplicity in the first record?
  1



- Which value of multiplicity does entry 3 give?
  1